Entry from the OMol25 dataset: a cluster of 6 separate species, C9H21BCl10N in total at a distorted geometry (the ωB97M-V functional and the def2-TZVPD basis).

Structure (XYZ):
```
42
Properties=species:S:1:pos:R:3:forces:R:3:nbo_charge:R:1
C 2.80584 0.04051 0.35438 0.80 -0.41 -0.31 -0.4688
C 1.77381 0.67513 -0.16350 -1.25 1.56 0.06 -0.3540
B 0.69577 1.37076 0.90457 0.94 0.04 -0.30 -0.0311
N 0.14908 0.24234 1.85030 -0.69 0.52 -0.19 -0.8447
C -1.27744 -0.06793 1.69103 0.75 -0.84 0.53 -0.1923
C -1.69256 -0.33284 0.25588 -0.53 0.90 0.08 -0.6337
H 3.22613 -0.85337 -0.09612 0.91 0.37 -0.33 0.1532
H 3.22340 0.46469 1.25702 -0.25 -0.89 0.88 0.1735
H 1.66832 0.73685 -1.25160 -0.65 -1.08 -0.10 0.1542
H 1.36030 2.13667 1.59995 0.02 0.20 0.15 -0.0849
H -0.18067 1.99830 0.33066 -0.20 0.11 -0.06 -0.1046
H 0.22886 0.63504 2.78122 0.14 -0.22 0.07 0.3379
H -1.91788 0.68385 2.17400 -0.26 0.19 -0.33 0.1399
H -1.47091 -0.99832 2.24845 -0.11 -0.02 0.13 0.1409
H -0.92088 -0.83826 -0.31732 0.08 -0.35 0.09 0.2080
H -1.86288 0.61895 -0.23917 0.10 0.13 -0.23 0.2112
H -2.65001 -0.85503 0.23782 0.31 -0.07 -0.09 0.1850
C 2.83236 4.21388 -1.44924 0.05 -0.01 0.00 -0.4011
Cl 1.07116 4.15189 -1.35157 0.00 0.06 -0.08 -0.0074
Cl 3.60185 3.61229 0.01851 -0.20 0.22 -0.02 -0.0033
H 3.15243 3.59831 -2.28298 -0.04 -0.08 0.06 0.2118
H 3.13699 5.24301 -1.60521 -0.03 0.01 0.05 0.2016
C -3.70716 -1.19707 5.23054 0.02 -0.01 0.05 -0.3977
Cl -4.21706 -1.73388 3.62619 -0.06 -0.06 0.02 -0.0201
Cl -2.96832 0.40524 5.18998 0.00 -0.01 0.06 -0.0097
H -4.57732 -1.16124 5.87587 -0.03 0.04 -0.06 0.2104
H -2.98170 -1.90425 5.61584 0.06 0.03 -0.09 0.2186
C 7.07719 3.59895 1.60972 0.00 0.04 0.04 -0.4000
Cl 6.80811 3.21837 -0.09229 0.44 -0.03 -0.06 -0.0157
Cl 6.02695 2.64949 2.66581 0.02 0.03 0.03 -0.0101
H 8.10963 3.38053 1.85720 -0.02 -0.07 -0.02 0.2110
H 6.86706 4.65106 1.76599 -0.10 -0.03 -0.03 0.2161
C -3.24566 -3.64404 -1.60048 0.06 -0.12 0.04 -0.3939
Cl -3.19612 -2.51492 -2.95946 0.03 0.14 -0.01 -0.0342
Cl -3.96498 -2.91260 -0.16701 -0.27 -0.36 -0.01 -0.0068
H -3.83674 -4.50616 -1.88881 -0.06 0.07 -0.04 0.2141
H -2.23159 -3.94542 -1.36350 0.03 0.13 0.01 0.2277
C -3.33637 -4.03299 -6.44291 0.04 0.14 0.09 -0.3924
Cl -3.84850 -4.70050 -8.00016 0.00 0.04 -0.03 -0.0355
Cl -3.44632 -5.22627 -5.14825 -0.01 -0.16 -0.04 -0.0250
H -2.30674 -3.70603 -6.52615 0.01 -0.08 -0.02 0.2253
H -3.97743 -3.19499 -6.19522 -0.06 -0.06 0.01 0.2266
```
Forces are in eV/Å.

The orbital gap is 5.3531 eV. Its spin multiplicity is 1. Its largest force on an atom is 1.99 eV/Å. Its total charge is -1. As for the total energy: -137063.078 eV.